Molecular formula: C43H51N11SeSn
Method: DFT, ωB97M-V/def2-TZVPD

Structure (ORCA input):
```
! RIJCOSX wB97M-V def2-TZVPD def2/J DEFGRID3
* xyz -2 1
Sn -0.6151 0.3088 -0.7391
C 0.8572 -5.3144 3.2724
C 1.1905 -4.2154 2.2965
C 2.2124 -3.3013 2.5510
C 2.5245 -2.3070 1.6546
C 1.8389 -2.1275 0.4307
N 2.2239 -1.1425 -0.4522
C 3.5486 -1.0926 -0.7487
C 4.3299 -2.2828 -0.8588
C 5.6558 -2.2902 -1.2223
C 6.3363 -1.1098 -1.5290
C 7.7805 -1.1302 -1.9650
C 5.6121 0.0623 -1.4288
C 4.2759 0.0937 -1.0295
N 3.7240 1.3994 -0.8587
C 4.3513 2.4262 -0.2368
C 3.6241 3.5659 -0.4996
C 2.5534 3.1205 -1.2934
N 2.6297 1.8148 -1.5005
C 0.7847 -3.0362 0.2108
C 0.4897 -4.0547 1.1182
N 0.0425 -3.0610 -1.0143
C 0.0142 -4.1058 -1.8701
C -0.8923 -3.8009 -2.8641
C -1.3878 -2.5387 -2.5116
N -0.8336 -2.1153 -1.3836
H 1.7400 -5.6015 3.8467
H 0.4806 -6.2001 2.7557
H 0.0931 -4.9893 3.9839
H 2.7571 -3.3661 3.4883
H 3.3248 -1.6143 1.8822
H 3.8355 -3.2206 -0.6439
H 6.1806 -3.2383 -1.3068
H 8.3177 -1.9406 -1.4684
H 8.2837 -0.1908 -1.7277
H 7.8714 -1.2874 -3.0451
H 6.0910 1.0049 -1.6742
H 5.2465 2.2700 0.3403
H 3.8257 4.5676 -0.1572
H 1.7440 3.6743 -1.7487
H -0.3418 -4.7140 0.8901
H 0.6558 -4.9573 -1.7206
H -1.1506 -4.4039 -3.7188
H -2.1156 -1.9174 -3.0124
C -1.9731 4.0292 1.0704
N -2.6281 4.9232 2.0445
C -1.7125 5.0775 3.1818
N -1.3637 3.8047 3.8105
C -0.7471 2.9355 2.7868
N -1.6398 2.7303 1.6461
C -2.8701 2.1019 2.1368
N -3.5466 2.9469 3.1385
C -3.8362 4.2410 2.5273
C -2.6110 3.1604 4.2482
H -1.0565 4.5129 0.7313
H -2.6393 3.8864 0.2150
H -2.1891 5.7241 3.9251
H -0.7958 5.5581 2.8288
H -0.5229 1.9645 3.2339
H 0.1775 3.4018 2.4386
H -2.6197 1.1440 2.5950
H -3.5476 1.9371 1.2947
H -4.3261 4.8836 3.2661
H -4.5111 4.0886 1.6815
H -2.3715 2.1937 4.6954
H -3.0928 3.8023 4.9924
Se -1.1488 -0.8865 3.5659
C -0.8731 -1.8456 5.1521
C -0.3897 -1.2350 6.3240
C -0.2431 -1.9803 7.4786
N -0.5247 -3.2845 7.5837
C -0.9705 -3.8676 6.4654
C -1.1555 -3.2184 5.2588
H -0.1428 -0.1817 6.3072
H 0.1211 -1.5103 8.3903
H -1.1954 -4.9287 6.5582
H -1.5235 -3.7503 4.3904
C -3.7085 2.7936 -2.0729
C -3.8723 1.6390 -3.0709
C -5.2889 1.6429 -3.6464
C -2.7783 1.6878 -4.1139
C -2.9926 2.2421 -5.3650
C -1.9894 2.2913 -6.3254
C -0.7525 1.7309 -6.0182
C -0.4816 1.1654 -4.7845
C 0.8400 0.4717 -4.5417
C 0.7923 -0.9634 -5.0816
C 2.0496 1.2195 -5.1030
C -1.4875 1.1703 -3.7439
N -1.2950 0.6972 -2.5077
H -4.4788 2.7550 -1.2936
H -3.7780 3.7549 -2.5918
H -2.7274 2.7163 -1.6015
H -3.7187 0.7139 -2.5075
H -5.5732 2.6431 -3.9883
H -6.0065 1.3394 -2.8790
H -5.3802 0.9548 -4.4904
H -3.9682 2.6526 -5.6113
H -2.1758 2.7360 -7.2966
H 0.0230 1.7417 -6.7810
H 0.9622 0.4007 -3.4683
H 0.6369 -0.9667 -6.1663
H -0.0319 -1.5069 -4.6113
H 1.7244 -1.4942 -4.8566
H 2.0782 1.1794 -6.1979
H 2.9720 0.7661 -4.7255
H 2.0363 2.2667 -4.7939
*
```

Output
- frontier orbital gap (eV) = 6.0
- relative energy (zero: lowest compared OMol25 entry of this formula, charge and spin) (eV) = 0.1850
- lowest unoccupied orbital energy (eV) = 4.23
- DFT total energy (eV) = -132987.5035



Molecular formula: C43H51N7O7PSeSiTa
Method: DFT, ωB97M-V/def2-TZVPD

Structure (ORCA input):
```
! RIJCOSX wB97M-V def2-TZVPD def2/J DEFGRID3
* xyz 2 1
Ta -0.8523 0.8931 1.0131
O -6.6366 -0.6701 -5.1288
C -5.7240 0.1499 -4.6378
O -5.5148 1.2177 -5.1755
C -4.9864 -0.2407 -3.3939
C -5.6355 -0.1984 -2.1670
C -4.8975 -0.3332 -0.9998
C -3.5215 -0.5372 -1.0557
C -2.8788 -0.6142 -2.2871
C -3.6108 -0.4568 -3.4492
N -2.8107 -0.6383 0.1794
C -3.2466 -1.5078 0.9938
C -2.7595 -1.5342 2.3702
C -3.2867 -2.4349 3.2773
C -2.8885 -2.3636 4.6047
C -1.9926 -1.3758 4.9617
C -1.5067 -0.5194 3.9824
N -1.8577 -0.5963 2.7009
H -6.6649 -1.5055 -4.6420
H -6.7030 -0.0214 -2.1125
H -5.3893 -0.2481 -0.0388
H -1.8134 -0.7666 -2.3245
H -3.1104 -0.4934 -4.4090
H -4.0274 -2.2174 0.7200
H -4.0062 -3.1707 2.9443
H -3.2831 -3.0528 5.3386
H -1.6673 -1.2509 5.9848
H -0.8167 0.2697 4.2282
C 8.8986 -7.7221 -3.2340
O 7.9140 -7.9177 -2.2257
C 6.9829 -6.9682 -2.0455
C 6.0429 -7.2218 -1.0420
C 5.0532 -6.3022 -0.7868
C 4.9783 -5.1192 -1.5242
C 5.9157 -4.8667 -2.5236
C 6.9150 -5.7825 -2.7864
N 3.9245 -4.2494 -1.1802
N 3.8103 -3.2279 -1.8809
C 2.7402 -2.3777 -1.5075
C 2.1622 -1.6715 -2.5306
C 1.0665 -0.8071 -2.3325
C 0.5706 -0.6483 -1.0700
O -0.4873 0.1091 -0.7431
C 1.1775 -1.3223 0.0140
N 0.6534 -0.9967 1.2303
C 1.2304 -1.5000 2.3014
C 2.3386 -2.3521 2.2325
C 2.8606 -2.6953 1.0130
C 2.2748 -2.1825 -0.1667
H 9.5328 -8.6019 -3.2030
H 9.4984 -6.8335 -3.0282
H 8.4378 -7.6400 -4.2202
H 6.1176 -8.1458 -0.4858
H 4.3138 -6.4837 -0.0172
H 5.8568 -3.9482 -3.0902
H 7.6368 -5.5738 -3.5616
H 2.5675 -1.8097 -3.5241
H 0.6228 -0.2768 -3.1651
H 0.8211 -1.2124 3.2610
H 2.7798 -2.7191 3.1479
H 3.7199 -3.3435 0.9492
N 0.3095 5.0107 -2.3609
C -0.3182 3.9220 -3.1714
P -2.0037 3.6838 -2.4201
O -2.1981 4.9613 -1.6693
O -2.1970 2.3310 -1.8120
C -3.1348 3.6177 -3.8824
N -4.3600 2.9240 -3.3849
H 1.0256 5.5400 -2.8527
H 0.7015 4.5881 -1.5031
H -0.4845 5.6060 -2.0361
H 0.3040 3.0321 -3.1252
H -0.4048 4.2661 -4.2015
H -2.7058 2.9948 -4.6672
H -3.3996 4.5888 -4.2926
H -4.8641 2.4008 -4.1379
H -4.9925 3.5769 -2.9244
H -4.0264 2.2454 -2.6767
C 1.4921 1.6823 4.5690
C 1.3740 1.6717 3.0714
O 0.1775 1.2557 2.5759
C 2.3336 2.1096 2.2340
C 3.5641 2.6983 2.7485
C 4.4979 3.2013 1.9339
C 4.3301 3.1570 0.4860
C 3.2336 2.6403 -0.0670
C 2.1231 2.0736 0.7503
H 0.6392 1.2029 5.0410
H 1.5367 2.7030 4.9523
H 2.3918 1.1615 4.8969
H 3.7030 2.7509 3.8194
H 5.3934 3.6488 2.3421
H 5.1260 3.5359 -0.1418
H 3.1254 2.5771 -1.1436
H 1.9591 1.0482 0.4093
Se 0.4007 3.0247 0.2800
C -1.6104 3.4504 4.0105
Si -3.0862 2.9591 2.9739
C -4.2475 1.8777 3.9736
C -3.9865 4.4950 2.4074
C -2.6151 2.0142 1.4010
H -1.9187 4.1948 4.7483
H -0.8174 3.8900 3.4007
H -1.1899 2.6054 4.5567
H -4.6582 2.4359 4.8176
H -3.7526 0.9932 4.3810
H -5.0912 1.5416 3.3656
H -4.2481 5.1330 3.2540
H -4.9109 4.2447 1.8818
H -3.3642 5.0799 1.7259
H -2.4643 2.7809 0.6202
H -3.5305 1.4996 1.0905
*
```

Output
- frontier orbital gap (eV) = 5.8
- relative energy (zero: lowest compared OMol25 entry of this formula, charge and spin) (eV) = 0.8600
- lowest unoccupied orbital energy (eV) = -5.55
- DFT total energy (eV) = -154238.2856



Molecular formula: C43H52BIN7Y
Method: DFT, ωB97M-V/def2-TZVPD

Structure (ORCA input):
```
! RIJCOSX wB97M-V def2-TZVPD def2/J DEFGRID3
* xyz 0 1
Y -0.5407 -0.7828 -0.2983
C -3.8807 0.8911 1.1022
C -2.7107 0.6078 1.9686
C -2.3687 1.1402 3.2176
C -1.1859 0.5125 3.6350
C -0.3561 0.8058 4.8517
N -0.8126 -0.3927 2.7309
N -1.7462 -0.2937 1.6313
B 0.0582 -1.7578 3.0546
N -0.8273 -2.9761 2.5607
N -0.9365 -3.2693 1.1685
C -1.3982 -4.5254 1.0732
C -1.3348 -5.2951 -0.1857
C -1.8358 -4.9692 2.3441
C -1.3590 -3.9807 3.2823
C -1.4039 -3.8856 4.7832
N 1.4274 -1.6040 2.1849
N 1.3847 -1.7617 0.6984
C 2.2239 -2.7415 0.4068
C 2.2438 -3.4921 -0.8812
C 3.0091 -3.0485 1.5624
C 2.4976 -2.2650 2.5973
C 2.9891 -2.1277 4.0203
H -4.7864 0.3526 1.4179
H -3.6578 0.6415 0.0805
H -4.1347 1.9467 1.0596
H -2.9047 1.8629 3.8240
H -0.7078 1.7598 5.2281
H 0.7062 0.8952 4.5761
H -0.4932 0.0484 5.6560
H 0.2977 -1.7993 4.2906
H -0.4557 -5.0071 -0.7862
H -2.1734 -5.0412 -0.8481
H -1.2881 -6.3643 0.0545
H -2.3065 -5.9097 2.5348
H -2.1833 -4.5415 5.2147
H -1.5197 -2.8378 5.0892
H -0.4201 -4.1700 5.2111
H 1.2218 -3.6178 -1.2507
H 2.7695 -4.4647 -0.7424
H 2.8415 -2.8972 -1.6606
H 3.8377 -3.7536 1.6710
H 3.9883 -2.5571 4.0366
H 2.3485 -2.6643 4.7630
H 3.1382 -1.0718 4.2844
I -3.1301 -2.4017 -1.5806
C -2.4359 -2.2130 -3.5291
C -3.3017 -2.5013 -4.5753
C -2.8719 -2.2697 -5.8878
C -1.6157 -1.7987 -6.1647
C -0.7285 -1.4712 -5.0954
C 0.5788 -0.9795 -5.3725
C 1.4424 -0.7174 -4.3600
C 1.0363 -0.9516 -3.0293
C -0.2130 -1.3953 -2.6788
C -1.1332 -1.6305 -3.7191
H -4.3074 -2.8307 -4.3773
H -3.5207 -2.4644 -6.7284
H -1.2555 -1.6580 -7.1933
H 0.8380 -0.8833 -6.4325
H 2.4190 -0.3092 -4.5152
H 1.8417 -0.8472 -2.2938
C -4.2503 1.2720 -2.8337
C -3.0685 2.0334 -2.3677
C -3.0470 3.4089 -2.5108
C -2.0541 4.1747 -1.9643
C -1.9624 5.6411 -2.2813
C -1.1687 3.5783 -1.1010
C -0.9217 2.1795 -1.0725
C -1.9601 1.4525 -1.7956
N 0.1469 1.5099 -0.5266
C 1.4454 2.1048 -0.0092
C 1.6744 3.6062 -0.3594
C 3.0271 4.1138 0.1138
C 3.0295 3.9311 1.6556
C 2.9000 2.4801 2.0554
C 4.0241 1.6519 1.4221
C 3.9681 1.8121 -0.1125
C 4.2059 3.3149 -0.4685
C 2.6026 1.3372 -0.6568
C 1.5407 1.9946 1.5138
H -4.6940 1.6959 -3.7227
H -5.0424 1.2113 -2.0594
H -3.9816 0.2195 -3.0145
H -3.8760 3.8231 -3.0862
H -2.1489 5.8291 -3.3333
H -0.9887 6.0312 -2.0438
H -2.7312 6.1901 -1.7330
H -0.6371 4.2236 -0.4283
H -1.8036 0.3869 -1.9457
H 0.9085 4.2265 0.1642
H 1.5446 3.7326 -1.4378
H 3.1063 5.1697 -0.1833
H 2.2374 4.5179 2.1146
H 3.9481 4.3614 2.0502
H 2.8500 2.3899 3.1712
H 3.9585 0.6105 1.7249
H 4.9768 2.0201 1.8248
H 4.7309 1.1707 -0.5558
H 4.3393 3.3916 -1.5378
H 5.1350 3.6565 0.0092
H 2.4606 0.2727 -0.4084
H 2.5764 1.4663 -1.7144
H 0.7432 2.5770 1.9573
H 1.3587 0.9537 1.8074
*
```

Output
- frontier orbital gap (alpha / beta) (eV) = 6.8 / 6.8
- relative energy (zero: lowest compared OMol25 entry of this formula, charge and spin) (eV) = 0.9647
- lowest unoccupied orbital energy (alpha / beta) (eV) = 0.45 / 0.45
- DFT total energy (eV) = -65689.5933



Molecular formula: C43H52BrN3P3Pd
Method: DFT, ωB97M-V/def2-TZVPD

Structure (ORCA input):
```
! RIJCOSX wB97M-V def2-TZVPD def2/J DEFGRID3
* xyz 3 1
Pd 0.3202 0.1679 0.5293
C 3.3801 0.8139 2.4883
P 2.0447 -0.3643 2.1074
C 1.4561 -0.7778 3.7805
C 2.8650 -1.8373 1.4292
C 3.6246 -2.7289 2.1847
C 4.2093 -3.8300 1.5770
C 4.0588 -4.0306 0.2101
C 3.3373 -3.1250 -0.5557
C 2.7246 -2.0312 0.0509
P 1.9836 -0.6469 -0.8932
C 3.5375 0.2563 -1.2244
C 1.4579 -1.2674 -2.5169
H 4.1708 0.2651 3.0038
H 3.0231 1.6019 3.1515
H 3.7914 1.2773 1.5967
H 2.1469 -1.4612 4.2727
H 0.4625 -1.2168 3.7625
H 1.4131 0.1367 4.3726
H 3.7696 -2.5784 3.2474
H 4.7929 -4.5245 2.1655
H 4.5266 -4.8814 -0.2662
H 3.2831 -3.2760 -1.6257
H 4.1451 -0.4023 -1.8488
H 4.0746 0.4223 -0.2959
H 3.4112 1.2064 -1.7336
H 1.6634 -2.3307 -2.6042
H 0.3940 -1.0971 -2.6724
H 2.0014 -0.7356 -3.2956
N 1.5901 5.1206 4.2098
C 0.8814 4.2280 4.0805
C 0.0366 3.0943 3.8400
C -1.0563 2.7777 4.6374
C -1.8023 1.6614 4.2951
C -1.4409 0.9181 3.1855
N -0.3968 1.2246 2.4031
C 0.3229 2.2990 2.7371
H -1.3107 3.3874 5.4940
H -2.6602 1.3670 4.8825
H -2.0061 0.0416 2.9126
H 1.1557 2.5574 2.0989
Br -3.6360 -1.9264 1.8044
C -2.1870 -2.7498 2.6231
C -2.3542 -3.4375 3.8123
C -1.3030 -4.1658 4.3420
C -0.0960 -4.2209 3.6505
C 0.0441 -3.5010 2.4941
N -0.9736 -2.7405 2.0076
H -3.3267 -3.4267 4.2830
H -1.4343 -4.7072 5.2685
H 0.7298 -4.8245 3.9976
H 0.9423 -3.5027 1.8967
C -0.7592 -2.0623 0.7729
C -0.9682 -2.5131 -0.3685
C -1.2466 -3.1806 -1.5752
C -0.2992 -4.1155 -2.0403
C -0.5816 -4.8865 -3.1465
C -1.8021 -4.7324 -3.8017
C -2.7558 -3.8332 -3.3318
C -2.4902 -3.0606 -2.2205
H 0.6326 -4.2429 -1.5041
H 0.1356 -5.6143 -3.4989
H -2.0186 -5.3323 -4.6752
H -3.7118 -3.7485 -3.8290
H -3.2420 -2.3899 -1.8344
C -0.5809 4.5716 -1.9087
C -0.3322 3.6451 -0.7126
C -1.1466 4.1875 0.4667
C 1.1728 3.6742 -0.3853
P -0.8195 1.8521 -1.1065
C -0.3129 1.7534 -2.8630
C 1.0475 1.9113 -3.1098
C 1.5543 2.0656 -4.3889
C 0.6883 2.0550 -5.4720
C -0.6741 1.9087 -5.2521
C -1.1734 1.7768 -3.9648
C -2.6918 1.6269 -1.0700
C -3.1448 1.4987 0.3820
C -2.9645 0.2682 -1.7218
C -3.5300 2.7299 -1.7272
H -0.3343 5.5903 -1.6024
H -1.6219 4.5714 -2.2250
H 0.0447 4.3236 -2.7627
H -0.6950 5.1225 0.8031
H -1.1835 3.5111 1.3138
H -2.1703 4.4146 0.1779
H 1.4002 4.5562 0.2156
H 1.7687 3.7452 -1.2939
H 1.5080 2.7880 0.1642
H 1.7131 1.9719 -2.2633
H 2.6161 2.2082 -4.5433
H 1.0679 2.1787 -6.4765
H -1.3606 1.9174 -6.0876
H -2.2401 1.6986 -3.8494
H -2.5885 0.7080 0.8805
H -4.2011 1.2220 0.3943
H -3.0413 2.4261 0.9434
H -2.2946 -0.4853 -1.2989
H -2.8429 0.2584 -2.8001
H -3.9931 -0.0259 -1.5008
H -3.5071 3.6574 -1.1603
H -4.5695 2.3942 -1.7445
H -3.2484 2.9565 -2.7501
*
```

Output
- frontier orbital gap (eV) = 6.8
- relative energy (zero: lowest compared OMol25 entry of this formula, charge and spin) (eV) = 1.7762
- lowest unoccupied orbital energy (eV) = -9.00
- DFT total energy (eV) = -151269.4831